The following is a DFT calculation (ωB97M-V/def2-TZVPD) of a 17-piece molecular cluster, C68H187N17O17 overall in a non-equilibrium geometry.

Calculated values
gap between HOMO and LUMO	9.01	eV
relative energy (zero: lowest compared OMol25 entry of this formula, charge and spin)	539.3	kJ/mol
strongest force on any atom	3.383	eV/Å
2S+1	1

Geometry (Å):
C1 -11.515 -21.782 11.991
N1 -24.929 -27.810 10.191
H1 -13.735 -17.156 3.890
C2 -18.753 -23.879 10.225
H2 -22.902 -24.950 13.064
N2 -14.773 -18.097 9.219
H3 -25.874 -17.872 10.742
H4 -24.287 -25.287 14.123
H5 -10.600 -20.424 10.548
H6 -17.618 -26.080 12.374
C3 -23.715 -25.568 17.133
H7 -17.667 -14.375 16.498
H8 -18.866 -24.912 15.183
O1 -17.358 -15.825 10.564
C4 -21.984 -20.793 19.247
H9 -23.384 -26.965 11.278
C5 -12.952 -22.072 6.382
H10 -10.984 -19.054 12.579
H11 -12.467 -21.932 12.499
H12 -18.823 -15.605 20.736
H13 -23.236 -21.664 20.656
H14 -18.178 -19.020 12.197
H15 -12.578 -18.749 5.627
C6 -15.272 -24.035 13.237
C7 -25.189 -17.441 11.472
H16 -14.387 -15.212 2.391
H17 -18.557 -20.576 11.317
C8 -18.380 -22.936 15.961
N3 -16.792 -25.742 12.846
H18 -15.004 -12.964 12.103
H19 -25.573 -26.543 12.562
C9 -20.547 -15.067 19.644
H20 -18.446 -17.029 13.145
H21 -15.525 -24.730 10.570
H22 -27.473 -16.846 14.078
C10 -17.778 -16.709 13.944
O2 -18.794 -20.730 13.320
C11 -19.162 -14.772 20.120
C12 -15.171 -17.044 10.128
H23 -20.625 -20.765 12.411
C13 -20.512 -20.347 19.136
O3 -13.641 -20.338 16.950
C14 -23.925 -24.663 13.306
H24 -16.795 -16.450 13.550
H25 -15.210 -13.813 3.183
H26 -17.670 -21.814 6.116
O4 -17.546 -24.711 10.197
H27 -22.619 -27.142 17.827
H28 -14.728 -17.814 8.250
N4 -22.563 -26.135 17.778
H29 -14.528 -13.418 15.384
H30 -12.655 -21.497 9.672
H31 -13.632 -18.193 17.353
C15 -20.581 -23.688 14.944
H32 -22.025 -21.601 18.517
H33 -25.902 -21.624 12.134
H34 -11.515 -23.028 5.206
H35 -19.946 -15.875 17.701
H36 -27.202 -13.327 13.733
C16 -18.109 -20.108 12.193
C17 -14.235 -15.748 9.961
C18 -18.561 -19.928 6.864
H37 -21.536 -17.903 16.953
H38 -15.597 -21.019 6.124
H39 -22.802 -20.996 10.356
C19 -22.066 -16.957 16.841
N5 -11.041 -21.877 16.792
H40 -17.566 -21.580 8.850
H41 -20.669 -20.951 14.162
H42 -19.498 -24.212 10.948
H43 -18.248 -22.422 15.009
H44 -11.716 -21.721 17.527
N6 -22.295 -21.339 20.487
H45 -23.828 -23.650 13.696
O5 -24.856 -23.513 16.245
N7 -15.096 -17.505 6.124
C20 -18.256 -15.614 14.950
N8 -21.262 -15.442 20.829
H46 -28.169 -23.196 8.616
H47 -23.016 -19.365 17.917
H48 -13.203 -15.863 10.294
H49 -9.285 -20.245 7.029
H50 -25.750 -21.957 17.429
O6 -10.488 -21.777 6.394
H51 -19.073 -13.901 20.768
H52 -14.435 -24.581 12.802
H53 -25.028 -28.425 10.986
H54 -18.812 -22.172 16.608
H55 -13.693 -22.071 14.748
C21 -17.394 -20.985 6.768
C22 -20.581 -19.353 8.038
H56 -25.346 -19.367 13.018
H57 -13.156 -19.820 15.003
H58 -21.713 -25.794 17.352
H59 -17.988 -20.278 18.179
H60 -15.830 -22.180 15.297
H61 -15.673 -16.725 5.841
H62 -13.977 -15.042 12.861
H63 -20.367 -18.285 7.993
C23 -16.556 -24.408 12.498
C24 -13.772 -16.940 6.002
H64 -15.779 -19.305 10.854
H65 -14.977 -18.861 16.388
H66 -24.819 -27.227 17.886
H67 -24.740 -25.711 18.928
O7 -17.005 -16.285 16.856
H68 -20.273 -19.348 13.484
H69 -14.110 -22.102 4.645
H70 -27.088 -14.466 15.021
C25 -11.634 -22.016 5.594
H71 -12.152 -22.616 8.220
H72 -12.621 -19.373 12.581
H73 -18.566 -18.615 18.525
H74 -23.616 -21.244 8.804
H75 -25.830 -25.722 17.572
O8 -26.729 -15.148 13.029
O9 -12.711 -14.877 14.497
C26 -24.290 -26.645 10.765
H76 -24.739 -22.570 12.005
O10 -11.072 -22.929 11.281
H77 -28.046 -24.050 10.223
H78 -15.155 -22.951 13.210
H79 -15.078 -18.067 5.285
H80 -25.014 -17.036 13.573
H81 -28.451 -14.540 13.780
H82 -14.763 -20.381 13.506
H83 -23.381 -24.840 9.952
H84 -12.266 -16.618 15.549
N9 -24.939 -21.595 11.833
H85 -26.958 -19.078 12.749
H86 -11.993 -24.394 12.472
C27 -13.138 -14.454 13.234
H87 -13.946 -22.837 8.237
H88 -11.873 -19.424 16.207
H89 -24.331 -18.103 11.352
H90 -10.477 -19.740 5.948
H91 -23.213 -22.574 9.996
H92 -14.135 -11.868 15.068
C28 -25.195 -22.133 16.508
C29 -18.592 -15.365 10.102
C30 -25.763 -17.425 12.884
H93 -16.055 -20.693 8.480
H94 -21.043 -22.869 15.495
H95 -19.089 -13.817 14.751
H96 -23.242 -26.213 8.902
C31 -15.739 -19.902 13.439
H97 -19.098 -15.977 15.538
C32 -13.500 -13.010 13.396
H98 -20.391 -17.159 18.791
H99 -18.860 -24.706 17.646
H100 -12.328 -14.551 12.512
H101 -17.188 -17.702 9.682
C33 -11.560 -20.560 11.047
H102 -21.214 -24.558 14.771
H103 -24.832 -25.307 9.102
H104 -13.171 -21.033 6.631
C34 -23.785 -24.013 17.085
C35 -23.583 -21.560 9.847
H105 -19.284 -16.174 9.865
H106 -13.741 -16.701 14.765
C36 -10.337 -20.410 6.796
H107 -19.844 -21.106 19.543
H108 -23.862 -23.530 18.059
C37 -16.421 -24.232 10.942
H109 -22.095 -20.686 21.231
H110 -21.701 -16.529 15.907
H111 -12.541 -15.980 4.531
N10 -12.722 -20.649 10.216
C38 -12.728 -16.333 14.604
H112 -13.585 -20.755 10.730
H113 -27.833 -16.749 12.427
H114 -16.291 -19.810 14.374
H115 -22.186 -15.822 20.683
H116 -20.454 -19.464 19.773
H117 -14.797 -19.109 18.171
H118 -14.098 -23.523 5.507
O11 -24.779 -24.642 12.223
N11 -18.773 -14.538 14.118
H119 -12.427 -23.341 14.619
H120 -16.018 -15.299 18.376
C39 -16.688 -16.734 9.721
C40 -23.055 -19.763 18.931
C41 -11.796 -19.252 11.879
H121 -26.112 -25.720 11.153
H122 -19.085 -14.896 10.954
H123 -24.040 -20.230 18.955
O12 -14.534 -15.297 4.438
H124 -10.948 -20.264 7.686
C42 -20.628 -16.132 18.511
C43 -18.681 -19.490 17.885
H125 -18.558 -14.685 19.216
H126 -25.982 -22.489 8.728
H127 -19.178 -23.985 9.227
C44 -17.225 -15.201 15.941
C45 -12.875 -22.580 15.258
N12 -14.106 -12.508 12.168
H128 -16.626 -21.584 12.552
H129 -24.873 -16.472 11.085
O13 -27.365 -22.169 10.229
C46 -13.032 -22.912 7.648
C47 -11.889 -21.451 15.673
N13 -16.322 -20.318 6.055
H130 -20.228 -23.902 17.571
H131 -11.758 -21.300 4.782
C48 -11.003 -24.097 12.126
O14 -17.103 -23.323 16.392
H132 -23.058 -19.054 19.760
H133 -15.996 -19.546 6.619
C49 -13.561 -16.355 4.608
C50 -16.580 -20.516 12.338
H134 -13.087 -23.971 7.396
C51 -27.028 -16.538 13.132
H135 -14.493 -11.618 12.450
H136 -25.954 -21.817 15.792
N14 -26.130 -18.769 13.238
H137 -15.038 -17.448 11.132
H138 -15.270 -24.272 14.301
H139 -20.464 -23.253 13.952
C52 -12.711 -17.965 6.372
C53 -16.110 -22.308 16.343
H140 -17.390 -23.847 12.921
H141 -17.617 -17.615 14.527
C54 -14.379 -14.517 3.231
C55 -15.845 -16.140 17.703
H142 -16.317 -14.803 15.489
H143 -13.923 -18.595 9.440
H144 -24.341 -21.461 16.427
H145 -14.632 -14.958 10.598
H146 -14.889 -16.053 17.186
H147 -22.875 -23.679 16.586
N15 -15.837 -20.279 11.112
C56 -20.176 -20.425 13.345
C57 -23.932 -25.701 9.574
N16 -19.700 -24.618 17.093
H148 -23.697 -25.933 16.106
H149 -10.784 -21.521 12.757
H150 -15.678 -16.945 18.418
H151 -12.024 -18.370 11.282
H152 -16.653 -21.510 16.850
C58 -24.893 -26.141 17.938
O15 -19.488 -20.240 7.944
H153 -18.335 -19.202 16.893
H154 -13.268 -23.097 16.134
C59 -16.779 -21.421 8.113
H155 -11.230 -21.253 14.829
C60 -14.287 -19.053 17.210
H156 -11.737 -17.482 6.438
H157 -14.196 -15.357 8.944
H158 -10.517 -24.912 11.589
H159 -12.163 -16.812 13.804
H160 -21.155 -19.540 8.946
H161 -19.053 -19.840 5.896
C61 -27.393 -14.372 13.979
H162 -15.214 -22.497 16.935
H163 -21.090 -14.180 19.317
C62 -14.499 -12.743 14.529
H164 -16.003 -26.318 12.589
C63 -19.365 -24.133 15.760
H165 -21.474 -14.513 21.163
H166 -23.100 -17.219 16.618
H167 -18.561 -22.812 10.340
H168 -29.246 -22.787 9.935
H169 -10.351 -21.157 16.949
H170 -15.570 -12.657 14.348
H171 -10.346 -24.029 12.993
H172 -16.355 -20.726 10.369
O16 -20.026 -19.951 17.830
H173 -25.296 -20.417 10.085
C64 -25.222 -25.899 11.756
H174 -19.651 -14.801 13.695
H175 -15.615 -18.918 12.987
H176 -16.173 -22.314 7.963
H177 -13.441 -13.963 3.172
H178 -16.668 -16.338 8.706
C65 -12.637 -20.141 15.906
H179 -13.757 -16.088 6.682
H180 -18.434 -14.654 9.292
C66 -28.232 -23.111 9.701
H181 -25.734 -23.475 10.107
C67 -26.030 -22.468 9.817
C68 -24.976 -21.413 10.394
H182 -21.254 -19.504 7.194
H183 -12.556 -12.507 13.608
H184 -12.887 -18.494 7.309
N17 -14.105 -22.515 5.566
O17 -21.953 -16.214 17.995
H185 -16.144 -23.225 10.628
H186 -18.134 -18.949 7.084
H187 -25.877 -27.704 9.859

Atomic partial charges in e from the Mulliken method, atoms 1 to 5: C 0.23; N -0.73; H 0.45; C -0.17; H 0.23